Formula: C14H10AlClF9O
Source: the OMol25 dataset
Level of theory: ωB97M-V/def2-TZVPD

```
36
C14H10AlClF9O ωB97M-V/def2-TZVPD
C 0.80090 -1.48252 0.14782
C 0.98978 -1.63434 -1.26424
C -0.28997 -1.73531 -1.87162
H 1.95690 -1.77568 -1.75072
C -1.29273 -1.67131 -0.87281
C -0.62780 -1.58206 0.38647
H -1.11642 -1.68550 1.33514
H 1.57755 -1.57399 0.89280
H -0.45917 -1.95540 -2.92717
H -2.36563 -1.80647 -0.99761
Al -0.04254 0.50841 -0.06219
Cl 1.18747 2.15766 -0.38203
C 0.10968 2.33789 -3.19824
C -1.11242 1.66119 -3.45992
C -0.79813 0.39530 -4.02318
H -2.10602 2.05260 -3.26727
C 0.62228 0.26552 -4.05284
C 1.18360 1.45103 -3.51924
H 2.24263 1.64020 -3.38065
H 0.19771 3.36144 -2.85074
H -1.51422 -0.35111 -4.35851
H 1.18067 -0.59736 -4.40791
F 0.27560 -2.20941 3.40021
C 0.88009 -0.99839 3.60664
F 1.12169 -0.90589 4.93850
F 2.07920 -1.00738 2.94913
C -0.07393 0.20129 3.05116
O -0.10435 0.48234 1.71593
C -1.51280 -0.01913 3.66742
F -1.52127 -0.57726 4.90610
F -2.16031 1.16784 3.72889
F -2.23536 -0.83909 2.85829
C 0.49498 1.49169 3.77898
F 0.17110 1.52098 5.10135
F 1.84866 1.53333 3.64446
F -0.03751 2.56988 3.18139
```

Properties
- Highest occupied orbital energy: -0.1083 Eh
- Charge: -1



Formula: C7H8NO3
Source: the OMol25 dataset
Level of theory: ωB97M-V/def2-TZVPD

```
19
C7H8NO3 ωB97M-V/def2-TZVPD
C 1.14460 -0.41060 0.39845
C -1.07845 2.14727 0.99513
C -1.44786 1.16330 0.17675
C 3.59981 -0.45832 -0.69293
C 0.28930 -0.41408 -0.85365
C -0.84953 -0.17693 0.18728
C -1.87547 -1.29989 0.16404
N 0.15735 -0.33650 1.27297
O 4.53122 -0.91918 -0.17007
O 2.40716 -0.39318 0.59935
O 3.05547 0.07552 -1.64831
H -1.59358 3.08556 0.81148
H -0.12181 2.01678 1.49731
H -2.42140 1.24693 -0.43982
H 0.54680 0.47546 -1.39569
H 0.00666 -1.33371 -1.43826
H -2.50902 -1.09404 -0.66328
H -2.43509 -1.19564 1.01572
H -1.40617 -2.17877 0.18354
```

Properties
- Relative energy (zero: lowest compared OMol25 entry of this formula, charge and spin): 37.4 kJ/mol
- Highest occupied orbital energy: -0.1728 Eh
- Charge: -1



Formula: C10H9Cl2CoN2S5Sb
Source: the OMol25 dataset
Level of theory: ωB97M-V/def2-TZVPD

```
30
C10H9Cl2CoN2S5Sb ωB97M-V/def2-TZVPD
Co 0.90799 -0.40173 -0.32662
S 6.46791 -2.41536 1.71716
Sb 5.20957 -3.23587 -0.21499
S 3.39238 -1.62218 0.22304
S 2.66876 -0.91529 -1.58698
S 6.72350 -1.43965 -0.80487
Cl 2.36540 2.04163 0.38991
C 1.13396 3.27346 0.08721
C 1.42271 4.62643 0.06269
C 0.40203 5.55356 -0.00496
C -0.92444 5.17355 -0.07285
C -1.19731 3.81899 -0.12698
Cl -2.89601 3.38109 -0.17723
C -0.19182 2.81095 -0.03390
S -0.66795 1.11267 -0.07028
H 2.45054 4.93321 0.14889
H 0.71642 6.58600 0.05322
H -1.74255 5.89438 -0.07090
C -3.77691 -3.68051 0.15710
N -2.41567 -3.25006 0.08617
C -1.32367 -4.03187 0.20351
C -0.24377 -3.22133 0.01610
N -0.68566 -1.94266 -0.15988
C -1.99386 -1.98399 -0.09874
H -4.11581 -3.93814 1.15349
H -3.99307 -4.51678 -0.52530
H -4.45725 -2.88924 -0.17259
H -1.39151 -5.09152 0.27085
H 0.80567 -3.49848 0.04721
H -2.64955 -1.13124 -0.16947
```

Properties
- Spin multiplicity: 4
- ⟨S²⟩: 3.78
- Highest occupied orbital energy (alpha / beta): -0.0148 / -0.0143 Eh
- Charge: -2



Formula: C66H174N10O20
Source: the OMol25 dataset
Level of theory: ωB97M-V/def2-TZVPD

```
270
C66H174N10O20 ωB97M-V/def2-TZVPD
C 10.26771 -1.81209 1.21291
O 9.31592 -0.77704 0.95169
C 9.37933 -0.15826 -0.34209
C 8.27311 0.86385 -0.44387
N 6.94121 0.28307 -0.28477
C 5.94602 1.38605 -0.26969
C 4.53372 0.94966 0.04883
O 4.58434 0.30400 1.24012
C 3.63147 -0.71315 1.38978
H 10.20841 -2.13829 2.25574
H 11.31639 -1.50558 1.11469
H 10.14553 -2.66991 0.53954
H 9.24944 -0.86230 -1.18672
H 10.36231 0.37487 -0.44263
H 8.24348 1.33833 -1.43208
H 8.41881 1.68905 0.27178
H 6.93126 -0.23223 0.59453
H 6.01497 1.78334 -1.27292
H 6.25053 2.17586 0.40573
H 4.16763 0.25889 -0.71235
H 3.80944 1.81680 0.09990
H 2.62865 -0.32030 1.54259
H 3.92217 -1.29242 2.25000
H 3.67721 -1.34255 0.48298
C 4.60954 9.78289 3.39040
O 4.38100 8.79811 4.36720
C 4.06151 7.55964 3.75139
C 2.63535 7.12042 4.11035
N 2.38172 5.70677 3.78871
C 2.75748 5.26767 2.43092
C 2.14581 6.06489 1.28074
O 2.37602 5.34638 0.07915
C 2.71305 6.16460 -1.03853
H 4.74375 10.67701 3.94275
H 3.73843 9.79931 2.67168
H 5.55213 9.58047 2.79952
H 4.66490 6.76395 4.16578
H 4.37348 7.61185 2.67747
H 1.89833 7.77777 3.61591
H 2.46277 7.26211 5.17983
H 2.83724 5.07563 4.47538
H 2.26393 4.30363 2.29335
H 3.83775 5.20285 2.25877
H 2.62334 7.04658 1.10860
H 1.05193 6.29316 1.37362
H 3.10294 5.55392 -1.81097
H 3.50035 6.82223 -0.70717
H 1.88286 6.76890 -1.35868
C 1.27292 -0.82316 -2.05507
O 0.94165 -0.07080 -0.84595
C 0.76701 1.30393 -1.02216
C 0.50470 1.97237 0.33884
N -0.48486 1.29221 1.14146
C -1.76288 1.21427 0.51545
C -2.75217 0.55220 1.42994
O -2.20726 -0.63850 1.95710
C -3.19610 -1.26330 2.78321
H 0.77162 -0.32401 -2.87768
H 0.85711 -1.81654 -1.86684
H 2.33300 -0.90335 -2.42947
H -0.03677 1.45462 -1.73956
H 1.71339 1.73822 -1.44256
H 0.14347 2.99600 0.23704
H 1.40806 2.11732 0.90203
H -0.09161 0.44896 1.47548
H -1.79051 0.67436 -0.45082
H -2.11178 2.23445 0.25943
H -3.66263 0.38159 0.90724
H -3.03891 1.24437 2.24795
H -3.25559 -0.61591 3.74049
H -2.87896 -2.28471 2.98998
H -4.15707 -1.21426 2.29042
C -1.88029 -1.65229 -1.36387
O -2.17102 -2.87019 -1.99230
C -3.32802 -2.90632 -2.78259
C -4.46034 -3.65472 -2.00822
N -4.80105 -2.87642 -0.81653
C -6.11207 -3.28863 -0.22391
C -5.95954 -4.54769 0.57449
O -5.09289 -4.20579 1.70544
C -5.26508 -4.99914 2.85132
H -2.71089 -0.91387 -1.24355
H -1.19106 -1.13222 -1.98921
H -1.37216 -1.81450 -0.42469
H -3.03240 -3.37566 -3.74619
H -3.55755 -1.86616 -3.01197
H -4.17926 -4.67688 -1.74692
H -5.40156 -3.74676 -2.65420
H -3.96073 -2.87584 -0.19584
H -6.81201 -3.44899 -1.06593
H -6.35598 -2.51040 0.48055
H -5.55761 -5.44591 0.03645
H -6.92498 -4.90466 0.96265
H -5.11135 -6.06437 2.60749
H -6.27734 -5.01301 3.25028
H -4.47820 -4.67348 3.56040
C 0.87335 2.28625 4.38497
C -0.27958 3.27472 4.21574
C -0.64116 4.09377 5.48187
O -0.04153 4.14217 3.19740
H 0.73515 1.73798 5.29622
H 1.85626 2.71500 4.34015
H 0.92681 1.61495 3.51864
H -1.23760 2.79622 3.85795
H -0.64151 3.42660 6.36000
H -1.62590 4.48274 5.40000
H 0.19900 4.82485 5.55292
H 0.48846 4.84270 3.50172
C -0.54516 -0.63624 5.38503
C 0.33627 -1.76889 5.98446
C 1.79812 -1.42213 5.82292
O 0.04215 -1.81500 7.40169
H -0.28860 0.29489 5.93709
H -1.60180 -0.81531 5.38296
H -0.25775 -0.39749 4.33494
H 0.16059 -2.78707 5.60205
H 2.14776 -1.54348 4.80488
H 2.41119 -2.04790 6.46582
H 2.01530 -0.41235 6.20710
H 0.69515 -1.24613 7.85671
C -2.75483 6.89720 -0.80522
C -2.01455 5.57782 -0.52804
C -2.26648 4.37060 -1.48843
O -0.60222 6.00183 -0.65632
H -3.83235 6.78116 -0.82145
H -2.29620 7.14550 -1.75687
H -2.47681 7.66852 -0.09336
H -2.26084 5.25697 0.46678
H -2.29379 4.73065 -2.54678
H -3.17766 3.79984 -1.29525
H -1.46092 3.63213 -1.46633
H -0.08450 5.17881 -0.77809
C -1.48789 -1.35702 -5.98191
C -2.43279 -0.19990 -5.80161
C -3.83174 -0.48343 -6.17436
O -2.53659 0.32131 -4.41971
H -1.80049 -2.24965 -5.39957
H -0.39879 -1.10646 -5.73872
H -1.49401 -1.71288 -7.02566
H -2.08660 0.65091 -6.41937
H -4.47642 0.27681 -5.72279
H -4.09821 -1.46000 -5.73846
H -3.91526 -0.55609 -7.26847
H -1.69361 0.70179 -4.21246
C -0.02581 3.34370 -5.81647
C 1.07163 3.94053 -4.84573
C 0.62743 5.35582 -4.57715
O 1.13523 3.16050 -3.64162
H 0.34323 2.42716 -6.23742
H -0.29525 4.01569 -6.62886
H -0.83174 3.11920 -5.12787
H 2.05987 4.00214 -5.42603
H 1.27960 5.92142 -3.87329
H -0.38843 5.41950 -4.18631
H 0.53796 5.93744 -5.49536
H 1.94715 2.58948 -3.61360
C -3.86012 -3.76278 7.83122
C -2.78329 -3.69767 6.75942
C -2.60500 -5.00070 6.04436
O -3.13374 -2.84799 5.69774
H -4.81800 -3.76157 7.27127
H -3.74845 -2.97767 8.59206
H -3.82077 -4.69815 8.43156
H -1.79047 -3.37102 7.12687
H -2.22639 -4.81009 5.03872
H -3.54606 -5.54336 5.94677
H -1.99857 -5.76007 6.51139
H -3.60454 -2.10200 6.04935
C 3.77312 1.29809 -6.31024
C 3.86447 0.73512 -4.95173
C 5.00325 -0.22825 -4.58453
O 4.72925 -0.61663 -3.23766
C 5.59973 -1.62166 -2.86681
N 3.75301 1.86151 -4.00250
H 4.63134 1.94697 -6.63894
H 2.92116 1.97281 -6.34654
H 3.62830 0.44083 -7.00423
H 3.03200 0.07040 -4.82283
H 5.99316 0.25606 -4.64207
H 5.01116 -1.03190 -5.36906
H 5.56967 -1.85040 -1.80097
H 6.60121 -1.31976 -3.06781
H 5.49167 -2.59202 -3.42655
H 4.57925 2.47142 -4.24914
H 3.81940 1.65916 -2.98122
C -5.40493 2.54861 -3.06952
C -5.11184 1.34742 -2.08304
C -5.73835 1.68703 -0.72094
O -4.84320 2.64581 -0.05213
C -5.54782 3.81206 0.34240
N -5.71944 0.09670 -2.52321
H -6.52903 2.58493 -3.14206
H -4.95703 2.44119 -4.02929
H -5.00201 3.44442 -2.61861
H -4.03448 1.28629 -1.96103
H -5.80008 0.83770 -0.05431
H -6.77018 2.07231 -0.85834
H -5.81874 4.42722 -0.53610
H -4.92432 4.46520 0.95923
H -6.38516 3.52732 0.95884
H -5.29747 -0.75416 -2.13561
H -5.62725 0.00611 -3.56055
C 1.99531 -3.76634 1.61574
C 0.58403 -3.43038 1.20931
C -0.49767 -4.07082 2.05499
O -0.30747 -5.45544 2.02917
C -1.33217 -6.29172 2.60716
N 0.49891 -1.97671 1.34762
H 2.18985 -3.49442 2.66080
H 2.72388 -3.42232 0.88259
H 2.14428 -4.84161 1.60267
H 0.42939 -3.83300 0.22910
H -1.44097 -3.79988 1.54202
H -0.41586 -3.70754 3.09562
H -1.26061 -7.31410 2.15173
H -2.35610 -5.94643 2.39988
H -1.12328 -6.51581 3.73094
H 0.76361 -1.57444 0.48155
H -0.39298 -1.67900 1.72528
C 4.33139 -6.28162 -6.64892
C 4.01172 -4.87216 -7.16032
C 3.86081 -3.90237 -5.92489
O 3.59124 -2.62225 -6.39721
C 2.25664 -2.33548 -6.68983
N 5.14320 -4.35535 -7.97115
H 5.35514 -6.24381 -6.13938
H 4.42422 -6.90768 -7.48645
H 3.67407 -6.71177 -5.91503
H 3.22623 -4.83488 -7.91376
H 4.80084 -3.88996 -5.34017
H 3.02669 -4.16073 -5.17748
H 2.33038 -1.33480 -7.14973
H 1.73966 -2.29753 -5.74024
H 1.86662 -3.02562 -7.44016
H 6.01749 -4.47053 -7.48572
H 5.07748 -3.42817 -8.17219
C 0.76689 -5.06888 -2.72448
C -0.50188 -6.02396 -2.71477
C -0.24575 -7.52698 -2.97018
O 0.33605 -7.81800 -4.21507
C -0.54907 -7.62484 -5.32504
N -1.21214 -5.90384 -1.41262
H 0.35762 -4.02111 -2.54196
H 1.24457 -5.16181 -3.68400
H 1.45502 -5.40688 -1.94340
H -1.18249 -5.72035 -3.51969
H -1.22400 -8.03664 -2.79388
H 0.52564 -7.82519 -2.30581
H -1.52923 -8.18021 -4.99815
H 0.01228 -8.13668 -6.11359
H -0.76622 -6.59301 -5.47056
H -0.54783 -6.10782 -0.65479
H -1.69619 -5.06572 -1.31685
C -6.33001 0.51141 5.67173
C -4.97617 1.16054 5.51652
C -4.92386 2.58862 6.11621
O -5.31710 2.56815 7.47818
C -4.87245 3.71255 8.14729
N -3.94672 0.34693 6.23023
H -6.42282 -0.44078 5.26298
H -7.09528 1.08913 5.15336
H -6.60097 0.32011 6.72658
H -4.68538 1.29768 4.48135
H -5.54440 3.28632 5.60597
H -3.92229 2.97416 6.00984
H -5.02269 3.53610 9.22806
H -5.37870 4.65756 7.86970
H -3.78248 3.87020 8.08749
H -4.15117 0.46575 7.21385
H -3.08061 0.78072 6.11823
```

Properties
- Highest occupied orbital energy: -0.2994 Eh